# 1
Here is a structure of composition C7H12O3 from the OMol25 dataset. Energies are from ωB97M-V/def2-TZVPD.

Structure (ORCA input):
```
! RIJCOSX wB97M-V def2-TZVPD def2/J DEFGRID3
* xyz 0 1
C 3.465 -1.015 1.371
C 2.306 -0.882 0.489
C 1.313 -0.748 -0.192
C 0.077 -0.699 -0.975
C -1.052 0.206 -0.451
C -0.677 1.694 -0.457
O 0.270 2.049 0.518
C -2.266 -0.032 -1.330
O -3.048 0.196 -0.192
H 3.480 -2.001 1.856
H 4.401 -0.898 0.807
H 3.445 -0.246 2.156
H 0.324 -0.388 -2.003
H -0.310 -1.726 -1.068
H -0.256 1.962 -1.436
H -1.607 2.274 -0.327
H 0.032 1.583 1.332
H -2.445 0.718 -2.110
H -2.367 -1.064 -1.698
O -1.240 -0.026 1.302
H -2.731 0.000 0.901
H -1.114 -0.958 1.505
*
```

## Properties
* M: 144.17 g mol⁻¹
* LUMO energy: 0.0167 Ha
* energy relative to the best compared isomer or geometry (same formula, charge and spin): 501.05 kJ/mol
* highest occupied orbital energy: -9.2 eV

# 2
Here is an isolated molecule of C13H20FNO2 from the OMol25 dataset. Energies are from ωB97M-V/def2-TZVPD.

Structure (ORCA input):
```
! RIJCOSX wB97M-V def2-TZVPD def2/J DEFGRID3
* xyz 0 1
O -0.587 -2.882 0.338
C -1.838 -2.919 -0.287
C -2.779 -1.802 0.171
N -2.336 -0.525 -0.355
C -3.176 0.590 0.038
C -2.716 1.904 -0.594
C -1.421 2.493 -0.029
C -0.172 1.643 -0.288
C 0.158 0.727 0.893
O 0.964 -0.375 0.520
C 2.299 -0.227 0.309
C 2.966 -1.385 -0.101
C 4.324 -1.368 -0.338
C 5.019 -0.183 -0.161
F 6.351 -0.157 -0.395
C 4.385 0.971 0.250
C 3.020 0.950 0.485
H -0.221 -1.987 0.263
H -2.273 -3.890 -0.035
H -1.726 -2.866 -1.383
H -2.759 -1.747 1.264
H -3.811 -2.051 -0.138
H -2.305 -0.578 -1.370
H -3.141 0.672 1.129
H -4.232 0.418 -0.242
H -3.511 2.639 -0.448
H -2.600 1.756 -1.671
H -1.535 2.654 1.045
H -1.284 3.472 -0.491
H -0.330 1.015 -1.165
H 0.680 2.293 -0.499
H 0.620 1.289 1.714
H -0.760 0.264 1.254
H 2.393 -2.290 -0.220
H 4.847 -2.256 -0.655
H 4.953 1.878 0.384
H 2.537 1.858 0.809
*
```

## Properties
* M: 241.31 g mol⁻¹
* SMILES string: OCCNCCCCCOc1ccc(F)cc1
* LUMO energy: 0.0324 Ha
* energy relative to the best compared isomer or geometry (same formula, charge and spin): 5.25 kJ/mol
* highest occupied orbital energy: -8.4 eV

# 3
Here is an isolated molecule of C6H13N from the OMol25 dataset. Energies are from ωB97M-V/def2-TZVPD.

Structure (ORCA input):
```
! RIJCOSX wB97M-V def2-TZVPD def2/J DEFGRID3
* xyz 0 1
C -1.125 1.920 0.737
C -0.368 0.695 1.155
N -0.842 -0.624 -0.375
C -0.921 -2.066 -0.200
C 0.405 0.105 0.022
C 1.516 -0.818 0.522
C 0.945 0.976 -1.117
H -1.989 2.126 1.376
H -0.391 2.723 0.920
H -1.421 2.009 -0.321
H -1.668 -0.216 0.066
H -0.224 -2.551 -0.888
H -0.716 -2.410 0.820
H -1.933 -2.377 -0.480
H 2.347 -0.191 0.863
H 1.185 -1.411 1.377
H 1.901 -1.479 -0.264
H 0.156 1.517 -1.645
H 1.481 0.365 -1.853
H 1.661 1.706 -0.716
*
```

## Properties
* M: 99.18 g mol⁻¹
* LUMO energy: 0.0349 Ha
* energy relative to the best compared isomer or geometry (same formula, charge and spin): 356.43 kJ/mol
* highest occupied orbital energy: -8.1 eV

# 4
Here is a structure of composition C49H38BCaN13O6P2Se2 from the OMol25 dataset. Energies are from ωB97M-V/def2-TZVPD.

Structure (ORCA input):
```
! RIJCOSX wB97M-V def2-TZVPD def2/J DEFGRID3
* xyz -1 2
Ca -4.319 -14.953 22.527
C -8.865 -15.261 21.522
C -7.709 -15.620 22.184
N -6.773 -14.673 22.101
N -7.315 -13.692 21.377
C -8.600 -14.014 21.014
B -6.539 -12.648 20.608
N -5.613 -13.297 19.538
C -5.592 -13.134 18.200
C -4.829 -14.154 17.700
C -4.450 -14.877 18.838
N -4.949 -14.382 19.966
N -5.571 -11.935 21.727
C -5.643 -10.673 22.350
C -4.540 -10.519 23.139
C -3.767 -11.738 23.005
N -4.437 -12.531 22.200
N -7.416 -11.499 20.217
C -8.318 -10.959 21.045
C -8.648 -9.641 20.650
C -7.782 -9.487 19.530
N -7.129 -10.589 19.216
H -9.828 -15.795 21.590
H -7.531 -16.538 22.641
H -9.329 -13.308 20.606
H -6.078 -12.265 17.793
H -4.521 -14.336 16.674
H -3.780 -15.719 18.973
H -6.459 -10.026 22.055
H -4.228 -9.623 23.613
H -2.895 -11.990 23.420
H -8.720 -11.546 21.885
H -9.394 -8.950 20.945
H -7.742 -8.676 18.815
Se 1.187 -18.563 19.925
P 1.106 -16.417 19.658
C 0.970 -16.009 17.913
C 1.956 -16.247 16.957
C 1.882 -15.735 15.640
C 0.757 -15.065 15.218
C -0.331 -15.053 16.085
C -0.181 -15.433 17.416
C 2.650 -15.672 20.289
C 2.658 -15.376 21.681
C 3.784 -14.990 22.313
C 5.031 -15.036 21.681
C 5.057 -15.487 20.343
C 3.910 -15.823 19.642
C -0.302 -15.703 20.571
C -0.765 -14.452 20.957
N -1.972 -14.670 21.620
N -2.222 -15.940 21.536
N -1.277 -16.627 20.903
P -0.081 -12.787 21.214
Se 0.634 -12.540 23.342
C 1.282 -12.480 20.039
C 1.011 -12.628 18.694
C 2.029 -12.446 17.739
C 3.295 -12.057 18.157
C 3.591 -11.953 19.519
C 2.587 -12.115 20.453
C -1.444 -11.642 20.891
C -2.284 -11.919 19.843
C -3.130 -10.986 19.301
C -3.085 -9.707 19.832
C -2.247 -9.391 20.918
C -1.422 -10.381 21.445
H 2.825 -16.843 17.207
H 2.685 -15.840 14.939
H 0.776 -14.588 14.266
H -1.237 -14.636 15.733
H -1.053 -15.260 18.056
H 1.685 -15.633 22.214
H 3.705 -14.689 23.359
H 5.961 -14.704 22.243
H 5.986 -15.588 19.847
H 3.978 -16.314 18.674
H 0.016 -12.770 18.339
H 1.821 -12.508 16.695
H 4.023 -11.901 17.387
H 4.560 -11.630 19.788
H 2.789 -12.124 21.535
H -2.279 -12.916 19.385
H -3.770 -11.243 18.484
H -3.731 -8.884 19.532
H -2.344 -8.403 21.310
H -0.763 -10.251 22.350
O -5.108 -12.180 28.823
C -5.401 -12.578 27.724
C -6.576 -12.299 26.856
O -7.544 -11.627 27.185
C -6.541 -13.218 25.651
C -5.160 -13.774 25.635
O -4.713 -14.457 24.685
C -4.425 -13.346 26.826
O -3.282 -13.624 27.055
O -7.517 -13.301 24.905
N -0.588 -16.215 26.956
C -0.410 -17.288 26.220
O 0.671 -17.942 26.323
C -1.413 -17.660 25.149
C -1.156 -18.694 24.336
C -2.100 -19.109 23.446
C -3.219 -18.388 23.385
N -3.529 -17.320 24.143
C -2.600 -16.925 24.964
H 0.139 -15.913 27.534
H -1.408 -15.555 26.912
H -0.191 -19.157 24.384
H -1.799 -19.803 22.665
H -3.971 -18.633 22.571
H -2.871 -16.059 25.581
*
```

## Properties
* M: 1175.69 g mol⁻¹
* LUMO energy (spin up / spin down): 0.0615 / -0.0002 Ha
* energy relative to the best compared isomer or geometry (same formula, charge and spin): 79.05 kJ/mol
* highest occupied orbital energy (spin up / spin down): -5.7 / -5.7 eV

# 5
Here is a cluster of 5 separate species, C20H31Cl9F3NO3P in total from the OMol25 dataset. Energies are from ωB97M-V/def2-TZVPD.

Structure (ORCA input):
```
! RIJCOSX wB97M-V def2-TZVPD def2/J DEFGRID3
* xyz 1 1
C 1.039 5.260 1.646
C 1.091 4.327 0.364
O -0.157 3.665 0.062
P -0.736 2.735 1.311
O -1.466 3.517 2.357
C 0.645 1.798 2.189
C 0.387 0.240 2.238
C 1.706 -0.630 1.943
C 1.284 -2.115 2.251
C 0.833 -2.980 1.170
C 0.741 -2.562 -0.331
C 2.144 -2.320 -1.024
C 2.120 -1.203 -2.110
F 1.400 -0.050 -1.858
C 2.812 -1.338 -3.265
F 3.848 -2.198 -3.403
F 2.463 -0.538 -4.313
C 0.407 -4.356 1.553
C 0.459 -4.748 2.965
C 0.957 -3.781 3.944
N 1.343 -2.506 3.586
Cl 1.856 -1.478 4.852
O -1.880 1.681 0.678
C -1.532 1.260 -0.671
C -2.368 -0.042 -1.044
H -0.013 5.674 1.672
H 1.129 4.661 2.599
H 1.748 6.121 1.597
H 1.288 5.023 -0.504
H 1.982 3.638 0.395
H 0.642 2.163 3.255
H 1.665 2.038 1.787
H 0.056 -0.072 3.269
H -0.389 -0.135 1.524
H 2.578 -0.297 2.559
H 1.956 -0.495 0.853
H 0.055 -1.671 -0.421
H 0.247 -3.429 -0.860
H 2.886 -2.046 -0.214
H 2.491 -3.292 -1.468
H 0.064 -5.058 0.760
H 0.133 -5.772 3.270
H 1.000 -4.089 5.011
H -0.439 1.053 -0.809
H -1.907 2.068 -1.363
H -2.673 -0.626 -0.128
H -1.785 -0.721 -1.731
H -3.329 0.217 -1.574
C -3.096 -2.810 4.874
Cl -1.344 -2.804 4.588
Cl -3.986 -2.962 3.359
H -3.344 -3.651 5.516
H -3.377 -1.879 5.358
C 4.741 -5.410 -2.510
Cl 4.519 -5.707 -0.780
Cl 3.203 -5.490 -3.376
H 5.170 -4.421 -2.645
H 5.412 -6.163 -2.914
C -2.831 5.312 -2.517
Cl -3.175 4.459 -1.010
Cl -2.177 4.214 -3.742
H -3.752 5.750 -2.893
H -2.103 6.095 -2.322
C -4.464 3.720 -6.589
Cl -3.817 3.521 -8.221
Cl -5.963 4.657 -6.602
H -4.666 2.738 -6.168
H -3.730 4.239 -5.979
*
```

## Properties
* M: 740.52 g mol⁻¹
* LUMO energy: -0.1623 Ha
* highest occupied orbital energy: -12.0 eV